Record 1
Density functional theory data (ωB97M-V/def2-TZVPD) for C27H44BrCl4F6KMgN3O12PS as an isolated structure.

Properties
* strongest force on any atom: 7.5 eV/Å
* E: -8675.4506 Eh
* HOMO: -5.84 eV

Element x y z (Å)
1 Br 7.12 1.63 5.68
2 K 4.08 4.05 5.57
3 Cl -8.63 3.90 -3.25
4 Cl -10.14 6.34 -2.84
5 Cl -10.04 4.33 -0.75
6 Cl 2.73 -2.79 -2.17
7 S 1.37 -3.50 -6.06
8 P -0.92 -0.91 -5.16
9 Mg 1.01 -1.55 0.97
10 F 4.74 0.31 3.54
11 F 2.77 -5.61 -5.26
12 F 3.28 -4.90 -7.23
13 F 1.45 -6.00 -6.93
14 F 4.78 2.37 4.19
15 F 3.94 1.85 2.27
16 O -0.28 0.16 -6.23
17 O 0.89 -3.09 -7.36
18 O 6.99 1.65 9.23
19 O -8.67 -2.12 -2.73
20 O -7.93 -0.73 -1.21
21 O 2.59 -5.25 -0.73
22 O 8.45 1.34 11.78
23 O 1.14 -0.49 -0.77
24 O 2.56 1.43 5.65
25 O 2.38 -2.66 -5.47
26 O 1.99 0.24 3.77
27 O 0.31 -3.90 -5.13
28 N -3.66 0.09 -5.72
29 N -4.60 -0.17 -3.82
30 N -7.66 0.79 -7.35
31 C 1.44 -0.40 -2.03
32 C -4.80 0.28 -5.06
33 C 7.47 2.97 9.11
34 C -1.82 1.15 -2.02
35 C -6.59 1.99 -5.00
36 C -9.16 5.11 -2.06
37 C -6.58 0.34 -6.73
38 C -6.30 -1.53 -2.74
39 C -8.17 1.87 -6.76
40 C 8.01 0.70 9.48
41 C -5.60 -0.18 -2.74
42 C -6.01 0.88 -5.59
43 C 8.04 0.28 10.93
44 C 4.33 -0.02 6.72
45 C 2.26 -5.07 -6.39
46 C -2.70 -0.47 -4.89
47 C -2.65 -1.18 -2.48
48 C -7.69 -1.40 -2.15
49 C 2.57 0.57 -2.36
50 C -1.72 -0.17 -1.87
51 C -3.31 -0.63 -3.69
52 C 2.88 0.28 6.45
53 C 7.38 1.94 12.47
54 C 2.62 1.30 4.19
55 C -7.71 2.49 -5.62
56 C -1.01 -2.52 -6.03
57 C 4.03 1.42 3.56
58 H 2.29 1.58 -2.06
59 H 8.99 1.09 9.17
60 H 0.58 -0.16 -2.69
61 H 2.78 0.57 -3.43
62 H 8.11 3.25 9.96
63 H -8.21 3.37 -5.23
64 H 2.75 -4.28 -1.13
65 H 4.40 -0.68 7.59
66 H -3.47 0.35 -6.68
67 H -6.29 0.62 -2.88
68 H -1.30 -2.34 -7.07
69 H -1.81 -3.09 -5.57
70 H 4.90 0.88 6.92
71 H 4.81 -0.53 5.89
72 H -0.88 -0.54 -1.32
73 H 8.03 3.08 8.17
74 H 7.07 -0.11 11.23
75 H 7.79 -0.17 8.86
76 H 1.81 -1.52 -2.56
77 H -2.02 -2.00 -2.81
78 H -6.39 -1.87 -3.76
79 H -9.04 2.30 -7.24
80 H -8.37 -2.39 -3.61
81 H -6.15 2.44 -4.12
82 H 1.93 -5.24 -0.03
83 H 2.37 -0.60 6.05
84 H 8.78 -0.53 11.04
85 H -3.31 -1.59 -1.74
86 H 2.41 0.51 7.41
87 H 6.98 1.26 13.24
88 H -0.05 -3.02 -5.95
89 H 3.50 0.30 -1.85
90 H 6.61 3.64 9.08
91 H -1.43 1.80 -1.26
92 H -2.26 1.63 -2.88
93 H -5.03 -0.04 -1.83
94 H -5.77 -2.26 -2.14
95 H 2.36 -5.87 -1.44
96 H 7.76 2.84 12.96
97 H -8.28 5.58 -1.65
98 H -6.10 -0.52 -7.17
99 H 2.18 2.30 3.90
100 H 6.58 2.23 11.79
101 H -0.86 0.92 -6.38

Atomic partial charges in e from the Löwdin method, atoms 1 to 99: Br -0.29; K 0.89; Cl 0.62; Cl 0.55; Cl 0.55; Cl 0.29; S 0.48; P 0.97; Mg 1.09; F 0.14; F 0.10; F 0.13; F 0.12; F -0.19; F 0.11; O -0.27; O -0.28; O -0.23; O 0.14; O 0.15; O 0.17; O -0.19; O -0.42; O -0.16; O -0.29; O -0.18; O -0.31; N 0.19; N 0.06; N 0.11; C -0.58; C -0.20; C -0.15; C 0.03; C -0.02; C -1.52; C -0.09; C -0.05; C -0.12; C -0.22; C -0.06; C -0.14; C -0.20; C -0.13; C -0.65; C -0.26; C -0.13; C -0.54; C -0.07; C -0.18; C -0.22; C -0.27; C -0.12; C -0.54; C -0.11; C -0.30; C -0.58; H 0.07; H 0.13; H 0.07; H 0.08; H 0.08; H 0.00; H -0.08; H 0.08; H 0.18; H 0.12; H 0.06; H 0.06; H -0.02; H 0.05; H 0.05; H 0.04; H 0.12; H 0.12; H -0.08; H 0.11; H 0.12; H 0.12; H 0.11; H 0.11; H 0.14; H 0.10; H 0.12; H 0.12; H 0.11; H 0.08; H -0.20; H 0.07; H 0.08; H 0.07; H 0.06; H 0.14; H 0.14; H 0.16; H 0.09; H 0.01; H 0.12; H 0.13

***

Record 2
Density functional theory data (ωB97M-V/def2-TZVPD) for C27H44BrCuNOP2S as an isolated structure.

Properties
* 2S+1: 2
* strongest force on any atom: 4.9 eV/Å
* energy relative to the best compared isomer or geometry (same formula, charge and spin): 50.52 kcal per mole
* expectation value of S²: 0.756
* E: -6479.8187 Eh
* HOMO (alpha / beta): -13.69 / -13.55 eV
* net charge: +2

Element x y z (Å)
1 Br -6.58 1.59 1.65
2 Cu -2.31 -0.89 1.26
3 S -0.62 -0.75 4.40
4 P -1.65 -1.60 -0.97
5 P 1.58 -0.44 0.15
6 O -0.72 -1.21 2.92
7 N 3.40 4.75 -2.40
8 C -3.15 -0.95 -3.38
9 C 3.43 -2.72 -0.25
10 C 2.34 4.43 -0.37
11 C 2.21 -2.18 0.52
12 C 2.05 -0.21 -1.68
13 C -1.15 -3.80 -2.76
14 C 4.25 0.25 1.16
15 C 1.40 3.61 -2.49
16 C -2.50 1.08 1.80
17 C -4.06 -3.18 -0.61
18 C -0.59 -2.49 -2.15
19 C 0.23 3.01 -0.34
20 C -0.65 2.56 0.36
21 C -4.16 3.22 1.14
22 C -4.74 1.97 1.50
23 C -2.82 3.35 0.91
24 C 2.49 4.18 -3.13
25 C 2.78 0.70 1.01
26 C 1.32 3.72 -1.05
27 C 3.45 0.30 -2.03
28 C -1.93 2.31 1.04
29 C -3.96 0.93 1.82
30 C 0.66 -1.78 5.33
31 C 3.38 4.97 -1.12
32 C -2.64 -0.47 -2.01
33 C -2.65 -2.86 -0.09
34 C 0.33 0.84 4.29
35 H -2.73 -2.53 0.98
36 H -4.33 0.06 2.28
37 H 4.80 0.23 0.19
38 H -1.46 -4.53 -1.98
39 H 4.27 -0.40 -1.74
40 H 1.33 -2.82 0.31
41 H 1.29 0.53 -1.99
42 H 4.33 -0.72 1.66
43 H 4.37 -2.18 -0.01
44 H -1.98 0.67 2.77
45 H -2.06 -3.79 -0.06
46 H -2.32 -1.17 -4.07
47 H 0.35 -2.84 5.12
48 H 3.62 1.31 -1.61
49 H 3.26 -2.72 -1.34
50 H 1.82 -1.15 -2.22
51 H -4.03 -3.76 -1.54
52 H 1.68 -1.52 4.91
53 H 1.39 0.53 4.11
54 H 4.18 5.49 -0.57
55 H -4.77 4.08 1.01
56 H -0.36 -4.27 -3.37
57 H -0.35 -1.78 -2.97
58 H 3.50 0.39 -3.13
59 H -1.97 0.42 -2.15
60 H 0.37 -2.69 -1.62
61 H -3.75 -0.13 -3.83
62 H 2.54 4.05 -4.20
63 H 2.28 4.51 0.73
64 H 3.58 -3.77 0.06
65 H -2.01 -3.60 -3.43
66 H 2.38 -2.25 1.61
67 H -4.60 -3.80 0.13
68 H 2.34 0.84 2.02
69 H -3.79 -1.84 -3.28
70 H 4.77 0.99 1.79
71 H 0.25 1.41 5.24
72 H -2.27 4.21 0.57
73 H 0.58 3.06 -2.99
74 H -0.07 1.40 3.41
75 H 2.73 1.69 0.53
76 H -3.49 -0.11 -1.39
77 H 0.52 -1.43 6.40
78 H -4.68 -2.29 -0.78

Listed below, in e, are the Löwdin charges computed for each atom: Br 0.83; Cu 0.26; S 0.88; P 0.97; P 1.12; O -0.64; N 0.07; C -0.12; C -0.12; C -0.02; C -0.38; C -0.38; C -0.11; C -0.12; C -0.01; C -0.10; C -0.11; C -0.39; C 0.03; C 0.02; C -0.02; C -0.67; C -0.03; C -0.13; C -0.37; C -0.21; C -0.12; C -0.15; C -0.19; C -0.21; C -0.12; C -0.39; C -0.38; C -0.23; H 0.04; H 0.09; H 0.07; H 0.07; H 0.07; H 0.06; H 0.05; H 0.07; H 0.07; H 0.10; H 0.10; H 0.08; H 0.07; H 0.07; H 0.08; H 0.06; H 0.08; H 0.06; H 0.05; H 0.12; H 0.12; H 0.09; H 0.09; H 0.09; H 0.09; H 0.05; H 0.09; H 0.12; H 0.12; H 0.09; H 0.08; H 0.08; H 0.09; H 0.05; H 0.07; H 0.09; H 0.08; H 0.13; H 0.11; H 0.05; H 0.06; H 0.08; H 0.08; H 0.08

***

Record 3
Density functional theory data (ωB97M-V/def2-TZVPD) for C27H44BrGeN2O4RhSi3 as an isolated structure.

Properties
* 2S+1: 6
* strongest force on any atom: 1.2 eV/Å
* energy relative to the best compared isomer or geometry (same formula, charge and spin): 11.61 kcal per mole
* expectation value of S²: 8.850
* E: -7095.3668 Eh
* HOMO (alpha / beta): -9.52 / -10.86 eV
* net charge: +1

Element x y z (Å)
1 Rh -1.53 -0.16 -1.16
2 Br -1.54 1.26 -3.02
3 Ge 0.48 0.64 0.27
4 Si 1.82 -1.95 0.33
5 Si 1.73 2.33 2.11
6 Si 1.78 1.86 -2.07
7 O -2.69 1.41 0.14
8 O 0.73 -1.16 4.13
9 O -0.68 2.38 0.16
10 O -0.22 0.05 1.95
11 N -1.65 -1.69 0.24
12 N -1.58 -1.82 1.56
13 C -0.51 -2.05 -5.72
14 C -3.28 -1.96 -5.44
15 C -1.32 -1.92 -6.84
16 C 3.61 -1.38 0.45
17 C -2.70 -1.88 -6.70
18 C -1.63 -0.82 3.74
19 C 3.54 2.13 -1.44
20 C 0.96 3.50 -2.47
21 C 1.02 2.10 3.83
22 C -1.45 -0.53 2.27
23 C -2.47 -2.09 -4.31
24 C -1.97 2.42 0.18
25 C -2.28 -2.58 -0.57
26 C -2.09 -1.51 6.39
27 C -0.55 -1.16 4.58
28 C -3.16 -1.17 5.58
29 C 1.48 4.08 1.42
30 C -2.38 -2.09 -1.82
31 C -2.60 3.79 0.25
32 C 1.41 -3.20 1.67
33 C 1.40 -2.58 -1.39
34 C 3.58 1.91 2.12
35 C 1.80 0.51 -3.39
36 C -2.92 -0.83 4.26
37 C -0.80 -1.50 5.90
38 C -1.08 -2.14 -4.47
39 C -3.06 -2.11 -3.00
40 H 1.60 4.33 -2.16
41 H 1.81 -1.92 -2.16
42 H 4.00 1.74 1.13
43 H 0.61 4.12 0.77
44 H -3.16 3.87 1.18
45 H 2.35 4.41 0.86
46 H -3.30 3.89 -0.58
47 H -2.24 -2.47 1.98
48 H -0.88 -1.83 -7.83
49 H 4.27 -2.25 0.48
50 H 2.74 -0.06 -3.35
51 H -3.33 -1.79 -7.58
52 H 1.59 -2.82 2.67
53 H 3.59 2.94 -0.72
54 H -3.74 -0.56 3.60
55 H -4.35 -1.93 -5.33
56 H 2.05 -4.08 1.53
57 H -4.17 -1.19 5.96
58 H 3.80 -0.79 1.35
59 H 3.79 1.04 2.74
60 H 4.10 2.76 2.56
61 H 1.34 1.15 4.27
62 H 0.00 3.59 -1.97
63 H 3.98 1.24 -1.00
64 H 0.57 -2.08 -5.83
65 H 3.90 -0.78 -0.42
66 H 0.96 -0.17 -3.32
67 H 1.82 -3.58 -1.54
68 H -0.45 -2.24 -3.59
69 H 0.04 -1.76 6.53
70 H -1.84 4.56 0.21
71 H 1.73 0.99 -4.37
72 H -4.15 -2.01 -2.95
73 H 1.32 4.78 2.24
74 H 0.78 3.57 -3.54
75 H -0.07 2.10 3.83
76 H 0.71 -0.76 3.24
77 H 4.15 2.41 -2.30
78 H -2.61 -3.56 -0.22
79 H 1.37 2.91 4.48
80 H -2.27 -1.78 7.43
81 H 0.38 -3.53 1.61
82 H -2.27 0.12 1.94
83 H 0.32 -2.65 -1.53

Listed below, in e, are the Löwdin charges computed for each atom: Rh 0.57; Br 0.23; Ge 0.82; Si 0.63; Si 0.64; Si 0.60; O -0.08; O 0.02; O -0.28; O -0.41; N -0.15; N 0.06; C -0.06; C -0.02; C -0.05; C -0.19; C -0.06; C -0.11; C -0.20; C -0.22; C -0.18; C -0.35; C -0.25; C -0.69; C -0.15; C -0.07; C -0.26; C -0.08; C -0.18; C -0.15; C 0.03; C -0.18; C -0.20; C -0.20; C -0.24; C -0.04; C 0.00; C -0.05; C -0.02; H 0.04; H 0.01; H -0.01; H 0.00; H 0.10; H 0.03; H 0.10; H 0.16; H 0.11; H 0.05; H 0.03; H 0.11; H 0.02; H 0.02; H 0.12; H 0.12; H 0.05; H 0.11; H 0.01; H 0.03; H 0.05; H 0.02; H -0.01; H 0.00; H 0.11; H 0.01; H -0.05; H 0.05; H 0.08; H 0.12; H 0.08; H 0.05; H 0.14; H 0.04; H 0.04; H 0.04; H 0.05; H 0.05; H 0.13; H 0.05; H 0.11; H 0.02; H 0.13; H -0.01

***

Record 4
Density functional theory data (ωB97M-V/def2-TZVPD) for C27H44BrN3PdSbSi3 as an isolated structure.

Properties
* strongest force on any atom: 2.9 eV/Å
* energy relative to the best compared isomer or geometry (same formula, charge and spin): 36.10 kcal per mole
* E: -5029.9622 Eh
* HOMO (alpha / beta): -8.89 / -8.88 eV
* net charge: +1

Element x y z (Å)
1 Sb 1.40 0.55 -0.10
2 Pd -0.63 -0.95 -0.08
3 Br -7.00 3.45 -0.12
4 Si 1.48 2.02 -2.20
5 Si 0.94 2.09 1.91
6 Si 3.70 -0.46 0.45
7 N -1.05 -1.63 -2.08
8 N -2.70 -0.61 1.23
9 N -0.55 -2.14 1.95
10 C -0.08 -2.35 -2.75
11 C -0.51 -2.62 -4.08
12 C 3.83 -2.24 -0.07
13 C -3.75 0.29 0.93
14 C -0.68 2.96 1.60
15 C -0.95 -4.43 3.47
16 C -1.74 -2.03 -4.21
17 C -5.94 1.22 1.29
18 C -2.92 -1.75 1.75
19 C 1.19 -2.77 -2.14
20 C 5.01 0.53 -0.44
21 C -2.03 -3.72 2.96
22 C 0.76 1.02 3.43
23 C 2.36 3.32 2.06
24 C -1.79 -2.58 2.22
25 C 3.91 -0.30 2.30
26 C -5.68 2.17 0.31
27 C 0.07 3.24 -2.04
28 C -3.32 -0.75 -2.60
29 C 1.21 0.89 -3.66
30 C -4.97 0.28 1.60
31 C 3.09 2.95 -2.31
32 C 0.48 -2.82 2.45
33 C -4.46 2.20 -0.34
34 C 0.33 -3.97 3.21
35 C -2.05 -1.43 -2.94
36 C -3.49 1.26 -0.02
37 H -3.93 -2.15 1.92
38 H 2.11 0.32 -3.89
39 H 0.31 0.05 3.18
40 H -5.16 -0.42 2.40
41 H -1.51 2.25 1.62
42 H 2.98 -2.86 0.25
43 H 1.99 -2.06 -2.35
44 H 3.34 3.42 -1.35
45 H 3.92 2.30 -2.58
46 H 1.50 -3.74 -2.54
47 H -4.12 -1.09 -3.25
48 H 2.00 4.33 1.87
49 H 4.95 1.60 -0.20
50 H 1.20 -4.48 3.59
51 H 0.04 -3.19 -4.81
52 H 0.27 3.98 -1.27
53 H 4.93 0.42 -1.52
54 H -3.05 -4.04 3.15
55 H -1.11 -5.33 4.05
56 H -6.89 1.22 1.81
57 H -0.85 3.69 2.39
58 H -4.26 2.96 -1.09
59 H 6.00 0.18 -0.14
60 H -0.70 3.49 0.65
61 H 1.10 -2.84 -1.06
62 H 1.46 -2.42 2.23
63 H -3.60 -0.93 -1.56
64 H 3.03 -0.64 2.85
65 H -2.53 1.27 -0.51
66 H 0.96 1.48 -4.55
67 H 2.79 3.30 3.06
68 H 4.10 0.74 2.58
69 H -3.24 0.34 -2.73
70 H -0.88 2.75 -1.82
71 H 4.73 -2.66 0.38
72 H 4.76 -0.90 2.63
73 H 0.10 1.52 4.14
74 H 1.71 0.84 3.93
75 H -0.04 3.77 -2.99
76 H 3.02 3.74 -3.06
77 H 3.16 3.12 1.35
78 H 3.92 -2.34 -1.15
79 H 0.40 0.20 -3.47
80 H -2.39 -2.05 -5.07

Listed below, in e, are the Löwdin charges computed for each atom: Sb 0.97; Pd 0.55; Br 0.78; Si 0.33; Si 0.33; Si 0.32; N -0.04; N 0.06; N 0.03; C -0.39; C -0.07; C -0.22; C -0.28; C -0.21; C -0.03; C -0.05; C -0.11; C -0.07; C -0.09; C -0.21; C 0.00; C -0.21; C -0.20; C -0.25; C -0.22; C -0.69; C -0.22; C -0.05; C -0.20; C -0.01; C -0.21; C -0.11; C -0.11; C -0.02; C -0.40; C -0.07; H 0.13; H 0.04; H 0.00; H 0.11; H 0.02; H 0.01; H 0.05; H 0.02; H 0.02; H 0.09; H 0.08; H 0.04; H 0.02; H 0.12; H 0.10; H 0.02; H 0.03; H 0.12; H 0.12; H 0.11; H 0.05; H 0.11; H 0.05; H 0.01; H 0.03; H 0.10; H 0.05; H 0.00; H 0.08; H 0.05; H 0.04; H 0.03; H 0.07; H 0.02; H 0.05; H 0.05; H 0.04; H 0.02; H 0.05; H 0.05; H 0.01; H 0.03; H 0.01; H 0.10

***

Record 5
Density functional theory data (ωB97M-V/def2-TZVPD) for C27H44BrNOP2SSr as an isolated structure.

Properties
* strongest force on any atom: 4.0 eV/Å
* energy relative to the best compared isomer or geometry (same formula, charge and spin): 54.31 kcal per mole
* E: -4870.2267 Eh
* HOMO: -12.23 eV
* net charge: +2

Element x y z (Å)
1 Sr -0.75 0.82 -0.16
2 Br -1.33 -1.80 0.76
3 S 1.52 1.51 2.86
4 P 1.70 -0.63 -1.46
5 P -2.62 -3.39 -4.18
6 O 0.52 1.42 1.69
7 N -1.01 7.86 -8.52
8 C 1.94 -2.22 -0.40
9 C -0.77 -3.52 -4.11
10 C 1.94 -1.29 -3.15
11 C 1.67 3.29 3.02
12 C -0.77 7.37 -6.19
13 C 2.81 -3.35 -0.95
14 C -3.08 -3.12 -2.41
15 C -4.47 -3.68 -2.08
16 C -0.42 3.18 -3.58
17 C 4.57 -0.51 -0.80
18 C -0.30 -4.96 -4.31
19 C 0.87 1.01 -2.26
20 C 2.96 -0.50 -3.92
21 C -1.24 6.58 -8.77
22 C -1.05 1.92 -3.50
23 C -1.25 5.61 -7.76
24 C -1.02 6.01 -6.43
25 C -0.78 8.27 -7.27
26 C 1.37 2.32 -2.15
27 C 0.78 3.36 -2.88
28 C 3.22 0.18 -0.87
29 C -0.99 5.05 -5.34
30 C -2.84 -1.69 -4.90
31 C -0.35 0.83 -2.96
32 C -0.88 4.20 -4.47
33 C -3.09 -1.73 -6.41
34 C 0.54 1.22 4.34
35 H 2.25 2.57 -1.55
36 H 2.35 -3.89 -1.79
37 H 3.97 -0.76 -3.62
38 H 5.29 0.27 -0.51
39 H -0.74 -0.17 -3.16
40 H 2.85 -0.74 -4.98
41 H 2.32 3.55 3.86
42 H -2.04 1.77 -3.93
43 H -1.43 6.29 -9.81
44 H -1.96 -1.07 -4.67
45 H -0.36 -2.88 -4.91
46 H 1.19 0.60 4.98
47 H 0.77 -4.98 -4.54
48 H -3.48 -0.76 -6.73
49 H 0.66 3.67 3.21
50 H -2.17 -1.93 -6.97
51 H 2.94 0.51 0.14
52 H 2.94 -4.09 -0.15
53 H -0.60 9.33 -7.11
54 H 0.35 2.17 4.87
55 H -0.42 -3.12 -3.14
56 H 2.83 0.59 -3.86
57 H -4.57 -3.77 -0.99
58 H 4.92 -0.89 -1.77
59 H -0.39 0.70 4.07
60 H -4.62 -4.66 -2.53
61 H 3.34 1.07 -1.48
62 H -0.56 7.75 -5.19
63 H -3.71 -1.26 -4.38
64 H 2.37 -1.85 0.54
65 H 3.82 -3.00 -1.21
66 H -3.82 -2.50 -6.67
67 H -1.43 4.56 -8.02
68 H 2.22 -2.35 -3.10
69 H -0.47 -5.56 -3.41
70 H 1.25 4.34 -2.92
71 H 0.96 -1.27 -3.66
72 H 2.10 3.65 2.08
73 H 0.92 -2.55 -0.13
74 H -5.26 -3.01 -2.44
75 H -2.31 -3.60 -1.79
76 H 4.65 -1.29 -0.04
77 H -3.03 -2.04 -2.19
78 H -0.83 -5.44 -5.14

Listed below, in e, are the Löwdin charges computed for each atom: Sr 1.21; Br -0.12; S 0.92; P 1.08; P 0.97; O -0.83; N 0.07; C -0.31; C -0.46; C -0.34; C -0.23; C -0.01; C -0.10; C -0.47; C -0.17; C -0.20; C -0.10; C -0.17; C -0.40; C -0.10; C -0.11; C 0.01; C 0.00; C -0.22; C -0.11; C -0.08; C 0.02; C -0.36; C 0.09; C -0.45; C -0.18; C 0.06; C -0.17; C -0.21; H 0.12; H 0.08; H 0.07; H 0.10; H 0.10; H 0.10; H 0.08; H 0.14; H 0.12; H 0.04; H 0.07; H 0.07; H 0.06; H 0.07; H 0.07; H 0.07; H 0.09; H 0.11; H 0.12; H 0.07; H 0.05; H 0.08; H 0.07; H 0.08; H 0.08; H 0.07; H 0.06; H 0.12; H 0.08; H 0.09; H 0.07; H 0.07; H 0.12; H 0.08; H 0.07; H 0.15; H 0.07; H 0.06; H -0.04; H 0.07; H 0.05; H 0.08; H 0.04; H 0.07